Computed, not measured: a single C2H3FS molecule at a distorted geometry, with ωB97M-V/def2-TZVPD.

CARTESIAN COORDINATES (ANGSTROEM)
F: 2.2209 0.1704 -0.0132
C: 0.9796 -0.4661 0.0043
C: -0.1618 0.4846 -0.0025
S: -1.6726 -0.0608 -0.0053
H: 0.9026 -1.1933 -0.8042
H: 0.8602 -1.0589 0.9472
H: 0.1036 1.5806 0.0491

Atoms 1-3, force components in eV/Å:
F -0.56 -0.27 -0.04
C 0.16 -0.58 1.01
C 0.01 1.04 -0.03

For the frontier orbital gap, the calculation gives 8.66 eV. The charge is 0. The energy above the lowest of the compared OMol25 structures with the same formula, charge and spin comes out at 28.7 kJ/mol. As for the LUMO energy: -0.56 eV.

=====

Computed, not measured: 2 unconnected molecules or ions with the total composition C2H3FS2 at a distorted geometry, with ωB97M-V/def2-TZVPD.

CARTESIAN COORDINATES (ANGSTROEM)
C: -2.1583 0.2689 -0.1147
C: -1.7010 -0.8730 -0.0435
F: -2.7887 1.3422 -0.4031
S: 2.5037 0.2068 0.2541
S: 1.2599 -1.1464 0.8765
H: 2.1825 0.4336 -1.1474
H: -1.0577 -1.6640 0.1709
H: 1.7595 1.4319 0.4071

Atoms 1-3, force components in eV/Å:
C 1.06 -3.59 -0.24
C -1.76 4.17 -0.19
F -0.08 0.29 0.16

For the frontier orbital gap, the calculation gives 8.58 eV. The charge is 0. The energy above the lowest of the compared OMol25 structures with the same formula, charge and spin comes out at 394.3 kJ/mol. As for the LUMO energy: 0.00 eV.

=====

Computed, not measured: a single C2H3FSi molecule at a distorted geometry, with ωB97M-V/def2-TZVPD.

CARTESIAN COORDINATES (ANGSTROEM)
C: 1.7621 1.0745 -0.1385
C: 0.5907 0.7178 0.1050
Si: -1.0619 -0.1829 0.0440
F: -2.3360 0.7506 -0.1860
H: 2.6097 1.6915 -0.2875
H: -1.4828 -1.1272 1.1119
H: -1.0250 -1.0135 -1.1980

Atoms 1-3, force components in eV/Å:
C -4.35 -0.51 0.99
C 2.51 0.21 -0.66
Si 0.32 -0.87 -1.00

For the frontier orbital gap, the calculation gives 11.20 eV. The charge is 0. The energy above the lowest of the compared OMol25 structures with the same formula, charge and spin comes out at 7.6 kJ/mol. As for the LUMO energy: 0.50 eV.

=====

Computed, not measured: a molecular structure, C2H3I2NO at a distorted geometry, with ωB97M-V/def2-TZVPD.

CARTESIAN COORDINATES (ANGSTROEM)
C: -0.5787 -0.1104 -0.3613
C: 0.9411 -0.0438 -0.5500
N: -1.0542 0.3790 0.8282
O: -1.3307 -0.5122 -1.2143
I: 2.1401 1.3274 0.4079
I: 1.5102 -2.1403 0.1594
H: 1.1562 -0.1614 -1.6765
H: -0.6325 0.6879 1.7092
H: -2.1516 0.5738 0.6973

Atoms 1-3, force components in eV/Å:
C 0.54 1.24 1.30
C -0.10 -2.97 -2.01
N -4.18 0.80 -0.42

For the frontier orbital gap, the calculation gives 8.86 eV. The charge is 0. The energy above the lowest of the compared OMol25 structures with the same formula, charge and spin comes out at 31.9 kJ/mol. As for the LUMO energy: -0.61 eV.

=====

Computed, not measured: 2 unconnected molecules or ions with the total composition C2H3I2NO at a distorted geometry, with ωB97M-V/def2-TZVPD.

CARTESIAN COORDINATES (ANGSTROEM)
C: -0.3592 -0.2305 -0.7921
C: 0.6486 0.8728 -0.5586
N: -1.1412 -0.4500 0.3078
O: -0.3760 -0.9260 -1.7748
I: -0.0472 2.5534 0.4262
I: 2.4032 -1.4348 1.6530
H: 1.6645 0.9475 -0.9962
H: -0.8453 -0.3107 1.2521
H: -1.9476 -1.0216 0.4825

Atoms 1-3, force components in eV/Å:
C 1.00 -0.66 1.20
C -0.01 0.10 0.11
N -0.99 0.03 1.60

For the frontier orbital gap (spin up / spin down), the calculation gives 8.27 / 5.63 eV. The charge is 0. The energy above the lowest of the compared OMol25 structures with the same formula, charge and spin comes out at 212.7 kJ/mol. As for the LUMO energy (spin up / spin down): -1.49 / -3.31 eV.

=====

Computed, not measured: a molecular structure, C2H3I2NS at a distorted geometry, with ωB97M-V/def2-TZVPD.

CARTESIAN COORDINATES (ANGSTROEM)
C: 1.2005 -0.3212 -0.8101
C: -1.1584 0.2026 0.3393
N: 0.0236 -0.5355 0.6739
S: 2.7222 0.0530 -0.4516
I: 0.3008 -0.1612 -2.6829
I: 1.2077 -0.3858 2.3305
H: -1.5058 -0.3140 -0.5734
H: -1.9334 0.2046 1.1296
H: -0.8573 1.2574 0.0447

Atoms 1-3, force components in eV/Å:
C -0.48 0.94 3.12
C 0.52 1.58 -0.40
N 2.93 -1.38 -2.77

For the frontier orbital gap, the calculation gives 7.60 eV. The charge is 0. The energy above the lowest of the compared OMol25 structures with the same formula, charge and spin comes out at 238.8 kJ/mol. As for the LUMO energy: -0.94 eV.